Entry w
The following is a DFT calculation (ωB97M-V with the def2-TZVPD basis set) of a cluster of 2 separate species, C9H13NO2 in total.

ORCA input file:
```
! wB97M-V def2-TZVPD RIJCOSX def2/J DEFGRID3
* xyz 0 1
O -4.327 -2.888 -1.540
O 4.408 0.142 1.176
N -2.716 -3.464 0.076
C 1.769 0.471 -1.199
C -3.674 -2.638 -0.544
C 2.389 1.313 1.444
C 1.179 1.604 -0.483
C 3.189 0.447 0.721
C 2.964 0.073 -0.660
C 0.017 2.265 -1.083
C 1.536 2.061 0.753
C -3.649 -1.336 0.384
H -0.327 1.897 -1.925
H -3.401 -0.443 -0.024
H 1.474 0.479 -2.252
H 4.433 0.095 2.201
H -0.743 2.747 -0.394
H -3.079 -1.297 1.274
H 2.420 1.382 2.672
H 1.139 3.037 1.041
H 0.302 3.249 -1.514
H -2.595 -4.458 -0.231
H -1.859 -3.011 0.426
H 3.689 -0.524 -1.197
H -4.538 -1.202 0.878
*
```

Summary:
* HOMO: -0.289 hartree
* molar mass: 167.21 g/mol



Entry x
The following is a DFT calculation (ωB97M-V with the def2-TZVPD basis set) of a cluster of 2 separate species, C9H13NO2 in total.

ORCA input file:
```
! wB97M-V def2-TZVPD RIJCOSX def2/J DEFGRID3
* xyz 0 1
O -2.192 -0.976 -2.960
O 0.492 -1.975 -0.681
N -2.485 -1.924 -0.929
C -3.963 -0.127 -1.607
C 0.840 1.281 0.908
C 2.386 -0.953 0.415
C 2.736 2.427 2.078
C 1.076 -0.897 -0.024
C -2.805 -1.052 -1.910
C 2.948 0.137 1.071
C 2.168 1.265 1.321
C 0.258 0.175 0.308
H -3.705 0.617 -0.851
H -0.733 0.217 -0.061
H 2.927 -1.849 0.137
H 2.446 3.372 1.620
H -4.850 -0.724 -1.401
H 0.258 2.165 1.105
H 2.260 2.494 3.049
H -1.691 -2.520 -1.082
H 1.064 -2.195 -1.431
H -3.069 -2.047 -0.123
H 4.013 0.174 1.260
H 3.805 2.454 2.272
H -4.183 0.460 -2.485
*
```

Summary:
* HOMO: -0.318 hartree
* molar mass: 167.21 g/mol



Entry y
The following is a DFT calculation (ωB97M-V with the def2-TZVPD basis set) of a cluster of 2 separate species, C9H13NO2 in total.

ORCA input file:
```
! wB97M-V def2-TZVPD RIJCOSX def2/J DEFGRID3
* xyz 0 1
O -1.639 1.438 -2.845
O 0.302 1.791 4.267
N -1.620 1.570 3.069
C -0.272 1.466 3.251
C 0.430 1.049 1.952
C -0.355 -1.761 -1.594
C -0.902 0.470 -2.209
C 0.218 0.923 -1.555
C 1.786 -2.392 -0.398
C 1.115 -0.030 -1.002
C -1.203 -0.909 -2.255
C 0.829 -1.376 -0.948
H 2.822 -2.253 -0.688
H 0.532 1.955 -1.552
H -0.116 0.299 1.388
H -2.013 1.353 2.165
H -2.028 -1.207 -2.885
H 1.448 0.744 2.190
H 1.886 0.433 -0.394
H 1.893 -2.316 0.697
H -0.521 -2.833 -1.641
H 0.519 1.890 1.262
H 1.336 -3.361 -0.611
H -2.175 2.007 3.778
H -2.272 1.049 -3.443
*
```

Summary:
* HOMO: -0.318 hartree
* molar mass: 167.21 g/mol



How far above the most stable structure does each one sit? In kcal/mol: entry w 77.6; entry x 0.0; entry y 4.5.



Entry w
The following is a DFT calculation (ωB97M-V with the def2-TZVPD basis set) of a cluster of 2 separate species, C9H13NO2 in total.

ORCA input file:
```
! wB97M-V def2-TZVPD RIJCOSX def2/J DEFGRID3
* xyz 0 1
O -2.444 0.826 -4.036
O -1.364 0.089 0.264
N -1.703 -0.796 -2.661
C 2.539 -0.021 1.706
C 1.951 -1.129 1.090
C -2.565 0.237 -2.989
C -3.771 0.367 -2.052
C 0.644 -1.117 0.633
C 3.868 -0.206 2.409
C -0.067 0.070 0.747
C 0.473 1.232 1.300
C 1.759 1.128 1.821
H -1.032 -1.149 -3.340
H 2.272 1.970 2.268
H 0.142 -1.910 0.097
H -1.856 -1.344 -1.850
H -1.690 0.966 0.461
H 3.704 0.070 3.449
H 4.551 0.493 1.908
H 2.516 -2.041 0.928
H 4.310 -1.188 2.313
H -4.108 1.390 -2.232
H -4.499 -0.285 -2.534
H -0.047 2.180 1.305
H -3.581 0.168 -1.006
*
```

Summary:
* HOMO: -0.315 hartree
* molar mass: 167.21 g/mol



Entry x
The following is a DFT calculation (ωB97M-V with the def2-TZVPD basis set) of a cluster of 2 separate species, C9H13NO2 in total.

ORCA input file:
```
! wB97M-V def2-TZVPD RIJCOSX def2/J DEFGRID3
* xyz 0 1
O -0.387 2.387 -1.344
O -3.043 -0.979 -0.261
N -2.951 -0.821 -2.436
C 2.364 1.471 0.672
C 2.712 -0.215 2.495
C -2.584 -1.440 -1.282
C -1.509 -2.546 -1.262
C -0.376 1.103 0.619
C 1.769 0.480 1.497
C 1.622 2.233 -0.291
C 0.285 1.915 -0.337
C 0.308 0.428 1.659
H 2.758 -1.325 2.610
H -0.916 -2.418 -0.440
H -3.404 -0.041 -2.402
H -2.199 -3.307 -1.197
H -2.670 -1.257 -3.355
H 3.735 -0.177 2.275
H -0.893 -2.569 -2.106
H -1.289 1.966 -1.129
H 3.450 1.458 0.635
H 2.485 0.170 3.447
H -1.429 0.958 0.636
H 0.031 -0.326 2.413
H 2.132 2.853 -1.119
*
```

Summary:
* HOMO: -0.293 hartree
* molar mass: 167.21 g/mol



How far above the most stable structure does each one sit? In kcal/mol: entry w 0.0; entry x 47.1.